No. 1
{
  "formula": "C28H77FN7O7Pd",
  "method": "wB97M-V/def2-TZVPD",
  "homo_energy_ha": [-0.3836, -0.3881],
  "e_above_lowest_kcal_mol": 0.0,
  "lumo_ev": [-1.8, -2.1],
  "s2": 2.00,
  "total_charge": 1,
  "fmax_ha_per_bohr": 0.069,
  "mol_weight_g_mol": 749.4,
  "spin_multiplicity": 3,
  "gap_ev": [8.6, 8.4],
  "e_tot_ha": -2250.3313,
  "symbols": ["Pd", "F", "C", "C", "C", "O", "C", "N", "H", "H", "H", "H", "H", "H", "H", "H", "H", "H", "H", "C", "C", "C", "O", "C", "N", "H", "H", "H", "H", "H", "H", "H", "H", "H", "H", "H", "C", "C", "C", "O", "C", "N", "H", "H", "H", "H", "H", "H", "H", "H", "H", "H", "H", "C", "C", "C", "O", "C", "N", "H", "H", "H", "H", "H", "H", "H", "H", "H", "H", "H", "C", "C", "C", "O", "C", "N", "H", "H", "H", "H", "H", "H", "H", "H", "H", "H", "H", "C", "C", "C", "O", "C", "N", "H", "H", "H", "H", "H", "H", "H", "H", "H", "H", "H", "C", "C", "C", "O", "C", "N", "H", "H", "H", "H", "H", "H", "H", "H", "H", "H", "H"],
  "positions_angstrom": [[-1.89, -0.08, -0.09], [0.08, 0.63, 0.51], [3.01, 1.96, -3.87], [2.51, 1.27, -2.57], [3.76, 1.05, -1.67], [4.52, 0.05, -2.26], [5.59, -0.41, -1.45], [1.46, 2.08, -2.00], [3.69, 2.78, -3.63], [2.15, 2.41, -4.36], [3.56, 1.26, -4.49], [1.96, 0.34, -2.62], [3.37, 0.54, -0.80], [4.32, 1.97, -1.49], [6.50, 0.05, -1.83], [5.67, -1.49, -1.61], [5.49, -0.17, -0.39], [1.86, 2.93, -1.63], [1.27, 1.54, -1.16], [-2.08, -1.99, 3.91], [-2.98, -1.53, 2.71], [-4.38, -1.09, 3.10], [-5.22, -0.78, 2.02], [-6.40, -0.11, 2.63], [-2.26, -0.51, 2.04], [-2.39, -3.02, 4.07], [-2.09, -1.35, 4.79], [-1.02, -2.08, 3.66], [-3.06, -2.35, 2.00], [-4.23, -0.29, 3.82], [-4.80, -1.96, 3.61], [-6.86, -0.76, 3.38], [-7.18, 0.11, 1.89], [-6.13, 0.80, 3.16], [-1.28, -0.65, 2.28], [-2.33, 0.23, 2.72], [-5.98, 0.83, -1.27], [-4.51, 0.97, -1.01], [-3.99, 2.20, -0.11], [-2.57, 2.05, -0.21], [-1.80, 3.21, -0.39], [-4.07, -0.25, -0.41], [-6.36, 1.06, -0.27], [-6.35, -0.15, -1.55], [-6.39, 1.62, -1.89], [-4.03, 1.11, -1.98], [-4.40, 2.04, 0.89], [-4.39, 3.09, -0.58], [-1.84, 3.98, 0.39], [-2.26, 3.73, -1.23], [-0.73, 3.02, -0.47], [-4.65, -0.30, 0.41], [-4.54, -0.97, -0.93], [3.34, -2.30, 0.42], [3.24, -1.70, 1.84], [3.67, -0.24, 2.11], [3.66, 0.08, 3.52], [4.70, -0.54, 4.30], [1.78, -1.76, 2.05], [3.08, -3.36, 0.43], [4.30, -2.21, -0.09], [2.71, -1.81, -0.33], [3.72, -2.38, 2.54], [2.88, 0.43, 1.77], [4.58, 0.09, 1.62], [4.76, -1.62, 4.43], [4.60, -0.09, 5.28], [5.67, -0.13, 4.01], [1.36, -1.10, 1.42], [1.69, -1.37, 2.98], [2.18, 3.63, 4.38], [1.63, 3.10, 3.10], [2.73, 3.26, 2.00], [2.89, 4.69, 1.71], [3.67, 4.98, 0.61], [1.31, 1.72, 3.21], [2.54, 4.66, 4.33], [2.98, 2.96, 4.70], [1.44, 3.58, 5.18], [0.69, 3.57, 2.81], [2.45, 2.95, 1.00], [3.64, 2.76, 2.33], [3.31, 4.43, -0.25], [4.70, 4.81, 0.91], [3.65, 6.05, 0.39], [2.14, 1.23, 3.52], [1.14, 1.42, 2.26], [-0.79, -4.09, 0.71], [-0.55, -2.88, -0.15], [0.36, -3.36, -1.32], [0.79, -2.18, -2.07], [1.47, -2.55, -3.27], [-1.87, -2.32, -0.59], [-1.40, -4.78, 0.13], [-1.30, -3.73, 1.60], [0.08, -4.65, 1.04], [0.00, -2.14, 0.43], [-0.16, -4.07, -1.96], [1.29, -3.82, -0.99], [2.40, -3.04, -3.01], [1.69, -1.59, -3.74], [0.94, -3.27, -3.89], [-1.82, -2.54, -1.58], [-2.62, -2.90, -0.25], [-1.66, 1.38, -3.94], [-1.87, 0.03, -3.36], [-1.55, -1.20, -4.22], [-1.93, -2.37, -3.63], [-1.81, -3.52, -4.38], [-0.99, -0.05, -2.19], [-2.49, 1.54, -4.63], [-0.73, 1.48, -4.50], [-1.69, 2.23, -3.26], [-2.94, -0.11, -3.15], [-0.55, -1.32, -4.63], [-2.19, -1.04, -5.09], [-2.50, -3.37, -5.20], [-2.18, -4.39, -3.83], [-0.80, -3.73, -4.74], [-0.40, 0.76, -2.33], [-0.37, -0.84, -2.27]],
  "mulliken_charge": [0.664, -0.308, -1.638, 2.472, 0.169, -0.352, -0.754, -0.373, 0.363, 0.487, 0.328, -1.558, -0.377, 0.504, 0.337, 0.291, 0.238, 0.438, -0.901, -1.648, 0.630, -1.259, -0.415, -0.990, 0.199, 0.462, 0.394, 0.421, 0.077, 0.528, 0.400, 0.388, 0.322, 0.377, -0.254, 0.288, -1.550, 0.507, -1.147, 0.115, -0.739, 0.189, 0.377, 0.375, 0.409, 0.100, 0.216, 0.492, 0.280, 0.446, -0.032, 0.274, 0.359, -1.042, 0.194, 0.449, -0.420, -0.924, -0.358, 0.450, 0.293, -0.126, 0.494, -0.864, 0.517, 0.290, 0.330, 0.357, -0.244, 0.311, -1.491, 0.463, 0.350, -0.446, -0.399, -0.548, 0.336, 0.291, 0.396, 0.366, -0.278, 0.265, 0.016, 0.298, 0.277, 0.370, -0.265, -1.933, 1.768, -1.948, 0.353, -1.242, 0.089, 0.558, 0.315, 0.332, -0.524, 0.473, 0.702, 0.372, 0.308, 0.215, -0.208, 0.389, -1.898, 1.002, -1.272, -0.387, -0.974, 2.067, 0.491, 0.459, 0.179, -0.003, 0.325, 0.638, 0.399, 0.269, 0.342, -0.339, -0.646]
}

No. 2
{
  "formula": "C2H5NO",
  "method": "wB97M-V/def2-TZVPD",
  "homo_energy_ha": -0.4083,
  "e_above_lowest_kcal_mol": 23.8,
  "lumo_ev": 0.8,
  "smiles": "N=C=O.C",
  "fmax_ha_per_bohr": 0.104,
  "mol_weight_g_mol": 59.1,
  "gap_ev": 11.9,
  "e_tot_ha": -209.1844,
  "symbols": ["N", "C", "O", "H", "C", "H", "H", "H", "H"],
  "positions_angstrom": [[-2.46, 1.06, 0.75], [-2.15, 0.03, 0.20], [-1.98, -0.89, -0.44], [-2.30, 1.53, 1.53], [1.74, -0.36, -0.38], [2.78, -0.58, -0.63], [1.61, 0.68, -0.65], [1.26, -1.05, -1.05], [1.49, -0.42, 0.68]],
  "nbo_charge": [-0.784, 0.870, -0.492, 0.406, -0.861, 0.214, 0.211, 0.222, 0.213]
}

No. 3
{
  "formula": "C5H5FN2",
  "method": "wB97M-V/def2-TZVPD",
  "homo_energy_ha": -0.3180,
  "e_above_lowest_kcal_mol": 147.2,
  "lumo_ev": -1.4,
  "fmax_ha_per_bohr": 0.120,
  "mol_weight_g_mol": 112.1,
  "gap_ev": 7.3,
  "e_tot_ha": -402.6529,
  "symbols": ["C", "C", "C", "C", "C", "H", "H", "H", "H", "H", "N", "N", "F"],
  "positions_angstrom": [[0.25, 0.95, -0.60], [-0.94, 0.44, -1.01], [-1.09, -0.80, -0.16], [-2.33, -1.45, 0.19], [0.86, -0.08, 0.35], [-1.81, 0.61, -1.66], [-3.48, -1.18, -0.09], [-2.26, -2.20, 1.23], [-0.32, -1.58, 1.88], [2.21, -0.79, 1.42], [0.20, -1.27, 0.33], [1.97, 0.18, 0.96], [1.11, 2.05, -0.49]],
  "nbo_charge": [0.391, -0.304, 0.116, -0.477, 0.281, 0.259, 0.244, 0.203, 0.335, 0.328, -0.501, -0.591, -0.285]
}

No. 4
{
  "formula": "C46H53N7O4Ti",
  "method": "wB97M-V/def2-TZVPD",
  "homo_energy_ha": [0.0029, -0.0888],
  "e_above_lowest_kcal_mol": 27.5,
  "lumo_ev": [4.3, 4.3],
  "s2": 2.02,
  "total_charge": -2,
  "fmax_ha_per_bohr": 0.033,
  "mol_weight_g_mol": 815.8,
  "spin_multiplicity": 3,
  "gap_ev": [4.3, 6.8],
  "e_tot_ha": -3318.6021,
  "symbols": ["Ti", "O", "C", "N", "C", "C", "C", "C", "C", "C", "N", "C", "C", "C", "C", "C", "N", "H", "H", "H", "H", "H", "H", "H", "H", "H", "H", "C", "C", "C", "C", "C", "C", "C", "C", "C", "C", "C", "C", "N", "C", "O", "C", "C", "C", "C", "C", "N", "C", "O", "N", "C", "C", "C", "C", "C", "C", "C", "C", "C", "C", "C", "C", "H", "H", "H", "H", "H", "H", "H", "H", "H", "H", "H", "H", "H", "H", "H", "H", "H", "H", "H", "H", "H", "H", "H", "H", "H", "H", "H", "H", "H", "H", "H", "H", "H", "H", "H", "H", "H", "N", "C", "O", "C", "C", "H", "H", "H", "H", "H", "H"],
  "positions_angstrom": [[-0.40, 0.88, 0.04], [-1.83, 3.53, 3.21], [-1.48, 2.49, 2.60], [-1.31, 2.29, 1.30], [-1.85, 3.36, 0.45], [-2.86, 2.74, -0.48], [-4.06, 3.36, -0.84], [-4.92, 2.69, -1.68], [-4.59, 1.43, -2.13], [-3.37, 0.89, -1.72], [-2.53, 1.54, -0.94], [-1.15, 1.36, 3.55], [0.00, 1.44, 4.34], [0.23, 0.46, 5.27], [-0.69, -0.56, 5.42], [-1.80, -0.56, 4.59], [-2.03, 0.37, 3.66], [-2.32, 4.13, 1.06], [-1.08, 3.84, -0.16], [-4.30, 4.34, -0.44], [-5.86, 3.14, -1.98], [-5.24, 0.86, -2.79], [-3.06, -0.10, -2.04], [0.68, 2.26, 4.19], [1.13, 0.49, 5.88], [-0.55, -1.35, 6.14], [-2.54, -1.36, 4.66], [-4.45, -3.56, -1.14], [-3.13, -3.63, -1.92], [-3.31, -4.43, -3.22], [-1.97, -4.19, -1.11], [-2.11, -5.45, -0.53], [-1.06, -6.07, 0.15], [0.17, -5.42, 0.21], [0.35, -4.16, -0.35], [1.72, -3.50, -0.40], [2.43, -3.92, -1.69], [2.61, -3.79, 0.81], [-0.73, -3.50, -1.00], [-0.55, -2.19, -1.39], [-0.58, -1.84, -2.67], [-0.67, -2.62, -3.66], [-0.56, -0.34, -2.93], [-1.04, 0.12, -4.12], [-1.06, 1.52, -4.41], [-0.48, 2.38, -3.50], [0.04, 1.88, -2.31], [-0.08, 0.51, -1.95], [0.89, 2.75, -1.46], [1.32, 3.84, -1.91], [1.20, 2.21, -0.26], [2.42, 2.60, 0.34], [3.57, 1.86, -0.02], [4.81, 2.20, 0.52], [4.93, 3.26, 1.41], [3.80, 3.98, 1.77], [2.55, 3.66, 1.25], [1.34, 4.50, 1.64], [1.22, 5.75, 0.77], [1.35, 4.90, 3.12], [3.48, 0.73, -1.04], [3.95, 1.21, -2.41], [4.24, -0.53, -0.61], [-5.29, -3.37, -1.82], [-4.66, -4.49, -0.60], [-4.44, -2.74, -0.41], [-2.86, -2.61, -2.20], [-3.53, -5.48, -3.00], [-4.14, -4.02, -3.81], [-2.40, -4.36, -3.81], [-3.06, -5.97, -0.62], [-1.20, -7.05, 0.59], [1.00, -5.92, 0.70], [1.54, -2.43, -0.46], [2.58, -5.01, -1.71], [1.83, -3.63, -2.56], [3.42, -3.44, -1.77], [2.88, -4.85, 0.87], [3.53, -3.21, 0.75], [2.11, -3.52, 1.75], [-1.37, -0.62, -4.83], [-1.47, 1.89, -5.34], [-0.37, 3.44, -3.68], [5.69, 1.63, 0.23], [5.90, 3.52, 1.82], [3.90, 4.81, 2.46], [0.47, 3.88, 1.48], [2.08, 6.41, 0.94], [1.21, 5.47, -0.29], [0.30, 6.30, 1.01], [2.05, 5.72, 3.31], [0.35, 5.22, 3.42], [1.65, 4.06, 3.77], [2.43, 0.46, -1.13], [5.01, 1.47, -2.38], [3.80, 0.43, -3.17], [3.39, 2.10, -2.72], [5.33, -0.38, -0.64], [3.97, -0.83, 0.41], [4.00, -1.36, -1.28], [-2.08, -2.44, 1.76], [-1.24, -1.44, 1.41], [-1.62, -0.55, 0.66], [0.15, -1.41, 1.96], [0.97, -0.32, 1.24], [-2.90, -2.53, 1.19], [-1.64, -3.32, 2.00], [0.55, -2.42, 1.86], [0.06, -1.22, 3.04], [1.68, -0.79, 0.56], [1.55, 0.27, 1.96]],
  "mulliken_charge": [-0.198, -0.814, 0.209, 0.511, -0.846, 0.265, -1.066, -0.514, -1.056, -0.359, 1.061, 0.512, -0.291, -0.438, -0.635, -0.276, -0.448, 0.757, -0.018, 0.497, 0.383, 0.494, 0.386, 0.298, 0.393, 0.371, 0.390, -1.452, 2.076, -1.725, 1.219, -0.418, -1.703, -0.376, 0.373, 2.880, -1.847, -1.669, -0.956, 1.407, -0.695, -0.835, -0.385, -0.330, -1.403, -0.378, -0.100, 1.113, -0.085, -0.913, 1.954, -1.880, 0.714, -0.374, -1.260, -0.470, 1.084, 2.062, -1.674, -2.035, 2.360, -1.785, -1.425, 0.509, 0.150, 0.354, -1.172, 0.310, 0.448, 0.376, 0.327, 0.309, 0.264, -1.576, 0.360, 0.274, 0.518, 0.511, 0.384, 0.231, 0.589, 0.317, 0.511, 0.306, 0.353, 0.259, -1.025, 0.425, 0.309, 0.355, 0.529, 0.395, 0.468, -1.258, 0.358, 0.398, 0.384, 0.455, 0.332, -0.039, -0.225, 0.505, -0.003, -0.373, 0.956, 0.221, 0.326, -0.366, -0.263, -1.464, 1.052]
}